# 1
Formula: C13H28N2O2P2Sc
Source: OMol25
Level of theory: ωB97M-V/def2-TZVPD

```
48
Properties=species:S:1:pos:R:3:forces:R:3:mulliken_spin:R:1
Sc -0.002259 0.022691 0.086206 -0.81 -1.00 1.50 -0.025
P 2.257005 0.739846 -1.182256 1.33 -0.25 -0.31 0.008
P 0.549822 -0.666315 2.576523 -0.56 -0.80 1.67 0.001
N -0.817855 0.088362 -1.891812 0.94 1.97 -0.93 0.437
N -1.942233 -0.637104 0.493871 1.62 0.76 -0.99 0.013
H -2.783285 -0.126010 -2.734953 0.19 0.22 -0.09 0.017
H -3.839227 -0.353450 -0.442863 0.07 -0.14 -0.04 -0.002
H -2.579213 1.230772 -1.603588 0.34 -0.36 -0.12 0.036
C -2.291065 0.179430 -1.804744 -0.27 -0.34 -0.35 -0.059
H -2.938797 -1.763206 -1.031596 0.11 0.42 0.08 0.002
C -2.831005 -0.717238 -0.679490 -0.17 -0.41 0.90 0.014
H -0.502660 0.951893 -3.798184 0.05 -0.10 0.40 0.010
H -3.129669 -1.485615 2.031003 0.57 0.27 -0.35 0.000
C -0.041833 0.660257 -2.839025 -1.29 -0.65 -0.31 -0.023
C -2.120657 -1.112282 1.741839 -0.35 -0.52 1.50 -0.006
C 1.348975 0.892111 -2.740120 -0.50 0.40 -0.65 0.498
C -1.183217 -1.185343 2.784569 -0.56 0.31 -1.48 0.014
H 1.810982 1.303942 -3.653535 -0.15 -0.24 0.59 -0.005
H -1.564963 -1.523164 3.743384 0.26 0.03 -0.13 0.000
H 1.370283 -1.760493 3.027537 -0.38 0.53 -0.36 0.001
H 0.794691 0.189116 3.697942 -0.01 -0.16 -0.56 0.000
H 3.262333 -0.193439 -1.564515 -0.31 0.15 0.12 0.031
H 3.117681 1.881141 -1.141239 -0.52 -0.25 -0.19 0.018
H -1.136771 -3.075165 0.102499 0.24 0.22 -0.14 -0.001
C -0.191790 -3.284134 -0.415722 0.07 0.44 0.18 0.003
C 0.799683 -3.893723 0.534897 0.41 -0.29 -0.08 0.001
C -0.454782 -4.066309 -1.676776 0.32 -0.11 -0.04 0.000
O 0.445639 -1.961027 -0.784872 -0.75 0.48 -0.68 0.008
H 0.466045 -4.887876 0.840806 0.02 0.12 0.03 0.000
H 1.764531 -3.995187 0.022695 -0.15 -0.09 0.15 0.000
H 0.953428 -3.285533 1.434538 -0.18 -0.16 -0.24 0.000
H -1.163990 -3.556045 -2.338818 0.07 -0.07 0.10 0.000
H 0.484395 -4.239531 -2.215122 -0.19 -0.03 0.03 0.000
H -0.880539 -5.037493 -1.404263 0.03 0.15 -0.11 0.000
H 0.016105 -1.593234 -1.607226 0.48 -1.25 0.78 0.000
C 0.533054 4.190735 1.246789 -0.21 0.05 0.31 -0.001
C 0.379079 4.234107 -0.269546 -0.36 -0.33 0.11 -0.001
C -0.679337 3.170402 -0.487019 0.32 -0.54 -0.01 0.016
O -0.228095 2.058478 0.442532 -0.07 1.42 -0.22 -0.004
C 0.482484 2.705550 1.595307 0.11 -0.08 -0.10 0.001
H 1.451702 4.657445 1.598707 -0.04 -0.04 0.01 0.000
H -0.314257 4.686822 1.730675 0.17 0.09 -0.13 0.000
H 1.300145 3.930685 -0.764828 0.13 0.11 -0.09 0.003
H 0.068790 5.208800 -0.646284 0.03 -0.07 0.04 0.000
H -1.671641 3.497101 -0.158592 0.16 -0.19 -0.07 -0.002
H -0.709367 2.750220 -1.512838 -0.05 0.27 0.73 -0.006
H 1.492041 2.264517 1.643132 -0.41 0.04 0.01 0.001
H -0.084631 2.486065 2.515235 0.25 0.03 -0.47 0.000
```
Positions in Å, forces in eV/Å.

Output
net charge = +2
total energy = -2214.985282 a.u.
HOMO level (alpha / beta) = -13.9 / -13.9 eV
F_max = 2.374 eV Å⁻¹
gap between HOMO and LUMO (alpha / beta) = 7.4 / 4.3 eV
LUMO level (alpha / beta) = -6.5 / -9.6 eV
spin multiplicity = 2


# 2
Formula: C8H34CrN12O10
Source: OMol25
Level of theory: ωB97M-V/def2-TZVPD

```
65
Properties=species:S:1:pos:R:3:forces:R:3:mulliken_spin:R:1
Cr 1.654470 0.261975 -3.405103 -0.91 1.28 0.59 5.018
C -0.334820 2.890295 -3.353973 2.54 0.12 -0.19 0.025
O 0.308980 1.907785 -4.123733 -0.84 -0.27 0.50 0.035
H -0.244510 3.881085 -3.799283 -0.25 0.48 -0.69 -0.002
H -1.375690 2.844155 -3.033743 -0.73 -0.89 -0.33 -0.001
H 0.246990 3.065565 -2.449063 -0.12 -0.13 0.79 -0.009
C 0.177790 0.219535 -0.284923 1.74 1.95 -2.89 -0.013
O 1.291800 0.437005 -1.186923 0.11 -0.71 1.42 -0.164
H 0.303270 0.879395 0.573527 -0.25 -0.51 0.64 -0.002
H -0.614940 0.679065 -0.875263 -1.11 -0.32 0.43 0.031
H -0.034750 -0.819755 -0.034293 -0.01 -0.34 0.29 0.000
C -0.887320 -1.543945 -3.878983 3.50 0.08 -1.04 0.019
O 0.291000 -1.224685 -3.863183 0.34 -0.16 -0.98 0.006
N -1.497240 -2.148725 -4.863903 -0.50 -1.83 -3.62 0.008
N -1.668500 -1.466545 -2.876963 -2.64 0.59 4.39 0.011
H -2.498860 -2.272125 -4.823363 0.48 0.13 -0.54 0.000
H -0.940720 -2.386315 -5.672563 -0.46 -0.02 0.01 -0.002
H -1.506320 -0.701195 -2.238193 -0.38 -0.31 0.51 0.003
H -2.326670 -2.231495 -2.834863 -0.31 0.92 0.77 -0.003
C -3.964200 0.140315 -0.914633 0.01 -1.36 1.44 0.001
O -3.292340 0.661995 -1.685553 3.86 2.81 -5.65 -0.001
N -4.847370 0.693075 -0.204363 -6.14 5.20 2.78 0.000
N -3.796020 -1.016845 -0.394653 1.95 -7.48 1.21 0.001
H -5.371820 0.165145 0.478527 0.00 0.84 -0.21 0.000
H -5.091760 1.631495 -0.486733 -0.52 -0.05 0.41 0.000
H -4.609330 -1.477105 -0.011513 0.67 -0.37 -0.12 0.000
H -2.991720 -1.560665 -0.672983 -0.34 -0.18 0.04 0.000
C 2.638400 0.303895 3.495097 1.33 0.18 -0.37 0.001
O 3.735400 0.757365 3.559387 3.30 1.90 1.76 0.000
N 2.214130 -0.110635 2.355887 -1.86 -1.71 -5.21 0.000
N 1.748180 0.156895 4.436527 -2.69 -0.33 3.65 0.000
H 2.774770 0.110845 1.545497 0.25 -0.34 0.21 -0.003
H 1.415470 -0.712745 2.215527 0.15 0.45 0.11 0.000
H 1.950350 0.272105 5.419357 0.15 -0.04 -0.47 0.000
H 0.906900 -0.310645 4.130317 -0.12 0.06 0.50 0.000
C 3.007830 -3.497255 0.389337 -0.49 3.36 -0.57 0.006
O 3.591520 -2.837175 -0.404443 1.58 1.02 -2.54 -0.003
N 3.494130 -4.424745 1.130297 2.83 -4.99 2.51 0.000
N 1.816610 -3.208215 0.875477 -3.82 0.36 0.51 0.003
H 2.792590 -5.034895 1.524817 1.11 -0.39 0.24 0.000
H 4.482080 -4.634585 1.135117 -0.45 -0.22 -0.18 0.000
H 1.213770 -2.483845 0.512197 0.19 -0.21 0.01 0.003
H 1.559740 -3.825815 1.632227 -0.89 1.09 -0.11 0.001
C -1.610950 -1.024825 3.129517 5.31 -3.04 -2.55 0.001
O -0.409780 -1.079155 2.883587 0.26 -0.23 0.15 -0.001
N -2.177790 -0.197495 3.868877 -3.67 6.85 4.68 0.000
N -2.452320 -1.942665 2.752957 -2.55 -2.99 -1.84 0.000
H -1.730490 0.604535 4.289317 0.49 -0.24 -0.44 0.000
H -3.141680 0.006995 3.647077 0.05 0.02 0.45 0.000
H -2.150190 -2.735335 2.204787 -0.25 0.45 -0.05 0.000
H -3.420340 -1.675665 2.861297 0.09 -1.03 -0.35 0.000
C 2.313450 3.978425 0.170737 3.59 2.61 -5.34 0.000
O 2.660010 5.152835 0.255017 0.40 1.57 -0.04 0.000
N 1.719210 3.403305 1.082677 -3.89 -2.19 6.73 0.000
N 2.545660 3.203395 -0.858373 1.20 -0.61 -2.94 0.011
H 1.344970 2.467985 1.010357 -0.18 0.47 0.50 0.000
H 1.504150 4.192885 1.674637 -0.96 -1.11 1.38 0.000
H 2.116490 2.289875 -0.895773 -0.04 -0.43 -0.60 -0.002
H 2.957940 3.630825 -1.675343 -0.18 -0.39 0.17 0.008
O 4.129920 0.209415 -0.200653 0.81 0.30 0.46 0.003
H 4.374080 -0.462715 -0.836933 -0.16 -0.34 -0.03 0.006
H 3.184260 0.310345 -0.309123 -0.96 0.03 -0.77 0.005
O -2.406350 2.802915 -0.415583 -0.20 0.71 0.97 0.000
H -2.222100 2.875605 -1.352073 0.25 -0.14 -0.36 0.001
H -2.849390 1.959495 -0.322923 0.33 0.13 -0.22 0.000
```
Positions in Å, forces in eV/Å.

Output
net charge = -1
total energy = -2779.128652 a.u.
HOMO level (alpha / beta) = -2.0 / -3.8 eV
F_max = 9.070 eV Å⁻¹
gap between HOMO and LUMO (alpha / beta) = 3.1 / 4.9 eV
LUMO level (alpha / beta) = 1.1 / 1.1 eV
spin multiplicity = 6


# 3
Formula: C4H10S
Source: OMol25
Level of theory: ωB97M-V/def2-TZVPD

```
15
Properties=species:S:1:pos:R:3:forces:R:3:lowdin_charge:R:1
C -2.645966 0.208969 -0.003363 -2.29 -3.01 -1.95 -0.184
C -1.157192 0.305906 -0.342468 -0.33 -1.48 0.32 -0.414
C -0.241914 -0.470756 0.704680 -1.06 2.28 0.76 -0.574
C 1.765057 1.011902 0.061895 -0.33 2.48 1.60 -0.467
H -2.870538 0.117024 1.149027 0.16 0.35 -2.49 0.089
H -3.244353 0.980720 -0.601054 0.69 -0.80 1.47 0.057
H -3.107578 -0.915110 -0.687080 1.24 3.17 2.67 0.152
H -0.910253 -0.390284 -1.335432 -0.83 3.03 2.06 0.124
H -0.936181 1.436879 -0.248097 0.23 -2.00 -1.04 0.103
H -0.629730 -1.457562 0.985186 -0.14 0.38 -0.02 0.067
H -0.031525 0.223185 1.656672 -0.52 -1.85 -1.90 0.120
H 2.697187 1.180486 -0.399041 0.97 0.08 -1.34 -0.014
H 2.152185 1.315439 1.172548 -1.75 -1.06 -2.11 0.099
H 0.988022 1.794640 -0.364354 1.78 -1.52 1.11 0.066
S 1.223303 -0.663846 -0.240802 2.16 -0.06 0.87 0.775
```
Positions in Å, forces in eV/Å.

Output
net charge = 0
total energy = -556.474623 a.u.
HOMO level = -8.3 eV
F_max = 4.328 eV Å⁻¹
gap between HOMO and LUMO = 9.3 eV
LUMO level = 1.0 eV
spin multiplicity = 1
ΔE to the lowest compared entry with this formula, charge and spin = 2.922 eV


# 4
Formula: C4H7NO4
Source: OMol25
Level of theory: ωB97M-V/def2-TZVPD

```
16
Properties=species:S:1:pos:R:3:forces:R:3:lowdin_charge:R:1
N -0.384937 -0.159879 2.242450 0.00 0.11 0.28 0.198
C -0.067543 -0.914430 1.184209 -0.30 0.22 0.50 -0.531
O -0.836671 -1.272160 0.312839 0.05 -0.22 -0.15 0.047
C 1.403335 -1.320683 1.184443 0.25 -0.19 -0.35 -0.159
O 2.148540 -1.074499 2.090309 -0.08 0.04 0.05 0.091
H -1.295884 0.259016 2.326209 0.05 -0.08 -0.09 0.124
H 0.361823 0.143235 2.848641 -0.06 -0.01 -0.03 0.110
H 1.712632 -1.862002 0.276333 0.00 -0.03 0.02 0.130
C -1.109790 1.107751 -1.662798 0.03 0.05 0.07 0.010
C 0.271346 0.858000 -1.116428 -0.55 0.32 -0.15 -0.600
O 0.749937 1.441207 -0.184052 0.18 -0.06 -0.05 0.102
O 0.965377 -0.105746 -1.743993 0.47 -0.28 -0.16 0.098
H -1.733730 0.254877 -1.396421 -0.02 -0.04 -0.02 0.082
H -1.525673 2.006119 -1.217724 0.03 0.01 0.01 0.090
H -1.086413 1.210539 -2.745701 -0.02 0.01 -0.09 0.087
H 0.427651 -0.571345 -2.398319 -0.04 0.15 0.15 0.123
```
Positions in Å, forces in eV/Å.

Output
net charge = 0
SMILES = NC(=O)C=O.CC(=O)O
total energy = -512.358306 a.u.
HOMO level = -9.9 eV
F_max = 0.655 eV Å⁻¹
gap between HOMO and LUMO = 10.0 eV
LUMO level = 0.1 eV
spin multiplicity = 1
ΔE to the lowest compared entry with this formula, charge and spin = 0.657 eV


# 5
Formula: C3H7IN
Source: OMol25
Level of theory: ωB97M-V/def2-TZVPD

```
12
Properties=species:S:1:pos:R:3:forces:R:3:lowdin_charge:R:1
C 0.681050 0.843719 -0.034352 4.10 1.59 0.67 -0.025
N -0.583602 0.244139 -0.348025 1.12 -0.60 0.81 -0.164
C -0.736647 -1.205117 -0.214311 3.37 -2.16 2.57 -0.109
C -1.484415 -0.304588 0.640296 -3.28 0.10 -1.75 -0.557
I -3.583279 -0.090973 -0.044992 1.32 -0.02 0.87 0.903
H 0.689334 1.989533 -0.270163 -0.24 -2.23 0.70 0.152
H 1.256936 0.617126 0.961871 -2.16 0.42 -1.32 0.156
H 1.390045 0.348568 -0.718496 -0.15 0.58 -0.17 0.108
H -0.840704 0.654228 -1.187646 -1.82 0.78 -1.87 0.139
H 0.252463 -1.654118 0.281690 -2.32 0.85 -1.28 0.191
H -1.243072 -1.868637 -0.883287 -0.06 0.32 -0.84 0.113
H -1.214275 -0.110210 1.624544 0.14 0.37 1.61 0.092
```
Positions in Å, forces in eV/Å.

Output
net charge = +1
SMILES = C[N@H+]1C[C@@H]1I
total energy = -470.611876 a.u.
HOMO level = -14.2 eV
F_max = 4.759 eV Å⁻¹
gap between HOMO and LUMO = 9.8 eV
LUMO level = -4.4 eV
spin multiplicity = 1
ΔE to the lowest compared entry with this formula, charge and spin = 2.487 eV


# 6
Formula: C11H13N4
Source: OMol25
Level of theory: ωB97M-V/def2-TZVPD

```
28
Properties=species:S:1:pos:R:3:forces:R:3:lowdin_charge:R:1
C -2.580983 -2.526174 0.548593 -1.48 0.23 0.19 0.010
C 1.165006 1.982842 -2.231355 1.51 1.78 -1.44 -0.101
C -1.211960 -2.277991 0.561009 -0.71 -1.12 0.32 -0.006
C -3.130372 -1.637023 -0.353102 2.32 0.16 -0.02 0.020
C -1.020858 1.887824 -2.796372 -3.25 -0.37 -1.19 -0.221
C 1.015669 0.988599 -1.445286 -2.04 -0.96 0.74 0.111
C -2.308338 0.073705 -1.871565 0.97 1.47 -0.58 0.024
C 0.494023 -1.337706 -0.772257 0.85 1.44 1.10 -0.061
C 1.102378 0.057504 -0.394035 3.67 -2.48 2.80 -0.283
C 1.259702 1.592709 1.738434 -1.77 2.81 -2.02 -0.093
C 0.629114 0.349649 1.091942 2.53 -0.22 0.22 -0.194
N 0.073676 2.498671 -2.890585 -1.27 1.28 -0.95 0.086
N -1.178451 0.699414 -2.147047 1.62 -0.99 2.20 0.052
N -0.910405 -1.332221 -0.372282 -0.77 -2.71 1.88 -0.034
N -2.116671 -0.931416 -0.907265 0.63 0.28 -1.12 -0.050
H -3.274615 -3.196603 1.071202 1.12 0.14 0.19 0.134
H 2.036116 2.600616 -2.582474 -0.17 -1.29 1.14 0.167
H -0.500185 -2.867457 1.205515 -0.48 1.16 -1.15 0.171
H -4.102322 -1.394286 -0.668081 -1.06 0.09 -0.21 0.131
H -2.003685 2.237832 -3.240339 1.52 0.14 0.20 0.159
H 0.692893 -1.408820 -1.780921 -0.44 -0.64 -2.42 0.108
H 0.879185 -2.265437 -0.297738 0.30 1.18 -0.07 0.146
H 2.343897 -0.033572 -0.291940 -2.77 -0.11 -0.39 0.240
H 0.442115 2.377905 2.068865 1.86 -1.60 -0.55 0.127
H 2.058883 2.141328 1.144499 -1.37 -0.53 -0.05 0.095
H 1.849136 1.292737 2.515276 1.03 -0.68 2.66 0.024
H -0.413400 0.421839 0.984020 -1.39 0.21 0.56 0.076
H 0.938411 -0.531443 1.824970 -0.92 1.32 -2.05 0.161
```
Positions in Å, forces in eV/Å.

Output
net charge = +1
total energy = -645.474714 a.u.
HOMO level (alpha / beta) = -12.3 / -12.3 eV
F_max = 5.239 eV Å⁻¹
gap between HOMO and LUMO (alpha / beta) = 7.7 / 7.7 eV
LUMO level (alpha / beta) = -4.5 / -4.5 eV
spin multiplicity = 1
ΔE to the lowest compared entry with this formula, charge and spin = 5.392 eV